{"formula": "C4H18N2O3", "method": "the ωB97M-V functional and the def2-TZVPD basis", "symbols": ["C", "C", "C", "N", "C", "N", "H", "H", "H", "H", "H", "H", "H", "H", "H", "H", "H", "H", "O", "H", "H", "O", "H", "H", "O", "H", "H"], "positions_angstrom": [[-1.873785, 0.574154, 1.447621], [-0.825871, 1.320916, 0.598085], [0.549845, 0.648390, 0.733207], [1.079975, 0.731934, 2.087695], [1.576522, 1.261026, -0.210359], [2.806759, 0.479652, -0.397699], [-2.868839, 1.007960, 1.290428], [-1.935765, -0.439781, 1.039825], [-1.655164, 0.613940, 2.509429], [-0.687779, 2.333829, 0.990913], [-1.167136, 1.311184, -0.433385], [0.481951, -0.410529, 0.502410], [1.683819, 1.528462, 2.268617], [0.423052, 0.638978, 2.841129], [1.090711, 1.420892, -1.175179], [1.894764, 2.252016, 0.133209], [3.293336, 0.458837, 0.487557], [2.553666, -0.512064, -0.464536], [-0.189789, -2.830387, 0.080470], [-0.164228, -3.100174, -0.840973], [-0.817833, -3.280973, 0.643585], [-2.269353, -0.638364, -2.180854], [-2.143974, 0.166304, -2.702406], [-2.639764, -0.285798, -1.362649], [0.774811, -2.044155, -2.734149], [-0.097679, -1.799195, -3.049066], [1.127743, -1.407052, -2.102926]], "forces_ev_per_angstrom": [[-0.3, 0.4, -1.2], [0.2, -0.5, 1.1], [0.1, 0.6, 0.3], [0.7, 0.0, 0.3], [0.1, -0.1, -0.2], [-0.4, -0.6, 0.2], [0.1, 0.1, 0.2], [0.1, -0.2, 0.6], [0.0, -0.3, 0.1], [-0.3, 0.1, -0.4], [0.1, 0.3, -0.2], [-0.3, -0.3, -0.3], [-0.3, 0.0, -0.2], [-0.2, -0.1, 0.0], [0.1, -0.1, -0.2], [-0.2, 0.0, 0.1], [0.3, 0.3, 0.2], [0.0, 0.3, -0.3], [0.7, 0.9, 0.5], [-0.4, -0.4, 0.0], [-0.2, -0.4, -0.6], [0.0, 0.5, -0.1], [0.0, -0.2, -0.1], [0.0, -0.3, 0.1], [0.5, -0.7, 0.0], [-0.1, 0.5, 0.4], [-0.6, 0.2, -0.2]], "homo_lumo_gap_ha": 0.351, "largest_force_ev_per_a": 1.25, "multiplicity": 1}


{"formula": "C4H18NO5", "method": "the ωB97M-V functional and the def2-TZVPD basis", "symbols": ["C", "O", "C", "C", "C", "N", "H", "H", "H", "H", "H", "H", "H", "H", "H", "H", "H", "H", "O", "H", "H", "O", "H", "H", "O", "H", "H", "O"], "positions_angstrom": [[-1.163041, -0.694641, -0.295189], [-2.149339, -0.305054, 0.563885], [-0.193934, -1.657052, 0.383981], [1.012248, -1.946819, -0.536224], [2.349090, -1.513068, 0.089821], [3.066581, -0.486069, -0.712994], [-1.481172, -0.971122, -1.338303], [-0.471866, 0.135506, -0.637775], [0.132122, -1.146734, 1.318113], [-0.669455, -2.632913, 0.566327], [1.137866, -3.005188, -0.749826], [0.896358, -1.485171, -1.526600], [3.142970, -2.279175, 0.162103], [2.325924, -1.097903, 1.089165], [2.329736, 0.210461, -0.855313], [3.337217, -0.681257, -1.666469], [-0.450390, 2.291839, -2.954852], [-1.760474, 2.205695, -2.134183], [-1.389680, 2.128918, -3.024885], [-1.707323, 0.628484, 1.406653], [-1.272182, 2.308045, 1.578987], [-1.382847, 1.505361, 2.090204], [-3.686909, 1.532340, -0.575503], [-2.416527, 1.334748, 0.125954], [-2.946648, 2.095733, -0.298142], [0.545717, 1.682771, 2.665629], [1.395141, 0.461167, 2.510457], [1.470819, 1.381096, 2.754978]], "forces_ev_per_angstrom": [[1.0, 0.9, -0.5], [-0.3, 0.5, -0.2], [0.2, -0.7, -1.0], [0.7, -0.3, 0.9], [2.2, 0.0, -1.7], [-1.0, 1.6, 0.5], [-0.3, -0.7, 0.8], [-0.3, 0.2, 0.6], [-0.3, -0.6, -0.5], [-0.2, 0.5, 0.5], [-0.4, -0.3, 0.0], [0.0, 0.2, 0.3], [-0.8, -0.5, 0.1], [-0.6, 0.1, 0.2], [0.5, 0.4, 0.1], [-0.1, -1.0, 0.0], [0.2, 0.0, 0.2], [-0.1, 0.0, 0.3], [-0.2, 0.0, -0.4], [0.4, 0.6, 0.7], [-0.3, 0.0, -0.2], [0.3, -0.9, 0.0], [0.1, 0.5, 0.0], [-0.8, 0.7, -0.5], [0.4, -1.1, -0.2], [-0.2, -0.3, -0.1], [0.0, -0.3, -0.1], [0.0, 0.5, 0.1]], "homo_lumo_gap_ha": 0.309, "largest_force_ev_per_a": 2.80, "multiplicity": 1, "charge": -1}


{"formula": "C4H18NO5", "method": "the ωB97M-V functional and the def2-TZVPD basis", "symbols": ["O", "C", "C", "N", "C", "C", "H", "H", "H", "H", "H", "H", "H", "H", "H", "H", "H", "H", "O", "H", "H", "O", "H", "H", "O", "H", "H", "O"], "positions_angstrom": [[-1.072912, 2.369810, 0.774866], [-1.416014, 1.254446, 1.113074], [-0.311856, 0.176991, 1.068402], [0.663624, 0.681338, -0.031192], [2.029743, 1.093863, 0.596146], [-0.999806, -1.054333, 0.570232], [-2.497731, 1.111912, 1.372782], [0.287706, -0.053942, 1.935740], [1.082098, -0.007591, -0.620008], [0.179267, 1.367770, -0.679196], [2.004079, 0.978701, 1.594950], [2.252713, 2.037089, 0.093100], [2.818779, 0.257634, 0.442788], [-1.638574, -0.973294, -0.321850], [-1.619080, -1.598748, 1.335846], [-0.318673, -1.860173, 0.489980], [0.304850, -2.631522, 3.395166], [0.768599, -2.894848, 2.119256], [0.637115, -2.124154, 2.632956], [-3.454356, 1.518709, -1.393546], [-3.697203, 0.220886, -2.067655], [-3.021674, 0.784184, -1.778160], [2.576273, -2.331422, -1.138012], [3.278919, -1.325280, -2.051212], [2.473015, -1.497775, -1.662818], [-0.170912, 0.951400, -3.132212], [-0.915449, 2.051713, -2.210404], [-0.222548, 1.496641, -2.449020]], "forces_ev_per_angstrom": [[-0.8, -0.4, 0.0], [1.1, 2.0, 0.3], [-1.2, -0.2, -2.3], [1.0, 0.4, 2.1], [0.4, -0.9, -3.9], [-1.5, -2.0, 0.7], [0.9, -0.7, 0.1], [-0.3, 0.3, 0.4], [-0.9, -1.6, -0.9], [1.1, -0.7, 0.8], [-0.7, 1.1, 3.6], [0.6, -0.1, 0.9], [-1.3, 1.4, -0.9], [0.5, 0.4, 0.2], [0.1, 1.4, -0.2], [1.1, -0.6, -1.0], [0.0, 1.0, 0.5], [0.7, -1.0, -1.7], [-0.4, -0.2, 1.6], [-0.8, 1.2, 0.6], [-1.6, -1.3, -0.8], [2.3, 0.1, 0.3], [0.0, 1.1, -0.9], [2.9, 0.5, -1.4], [-3.0, -1.5, 2.4], [-0.9, -3.1, -4.7], [-2.4, 0.8, -0.8], [3.1, 2.6, 5.4]], "homo_lumo_gap_ha": 0.409, "largest_force_ev_per_a": 6.72, "multiplicity": 1, "charge": 1}


{"formula": "C4H19N2O3", "method": "the ωB97M-V functional and the def2-TZVPD basis", "symbols": ["C", "C", "C", "C", "N", "N", "H", "H", "H", "H", "H", "H", "H", "H", "H", "H", "H", "H", "H", "H", "H", "O", "H", "H", "O", "H", "H", "O"], "positions_angstrom": [[0.285120, -1.590514, -1.680142], [0.341459, -1.204537, -0.204349], [1.714610, -1.424897, 0.434420], [1.776868, -0.771996, 1.940661], [0.477768, -0.890346, 2.546367], [-0.103516, 0.305017, -0.185821], [0.690773, -2.623565, -2.044416], [-0.656948, -1.414963, -2.124791], [1.062538, -0.757480, -2.158768], [-0.276025, -1.986495, 0.413601], [1.879616, -2.538604, 0.417858], [2.519756, -1.079508, -0.072996], [2.109788, 0.294661, 1.797875], [2.617835, -1.193144, 2.679304], [0.481084, -0.810183, 3.552633], [-0.761319, 0.475639, 0.496639], [0.141091, -1.952223, 2.391742], [0.835913, 0.793056, 0.174303], [-0.443802, 0.476638, -1.184214], [-1.337404, 0.968037, -3.865192], [-2.046921, 0.895917, -2.565758], [-1.226472, 0.597024, -3.049497], [-2.998640, 1.238169, 2.217420], [-2.909414, 2.797365, 2.157634], [-2.554358, 2.059599, 2.384453], [0.208406, 3.093494, -1.508703], [-1.146526, 3.418805, -1.750113], [-0.681271, 2.825032, -1.210137]], "forces_ev_per_angstrom": [[4.2, 0.8, -1.4], [-0.5, -2.4, 0.6], [-1.7, -1.2, 3.4], [2.2, -0.9, -0.2], [-1.9, -3.2, -0.7], [4.4, -1.9, -1.4], [-0.7, 1.8, 1.3], [-1.0, 0.1, -0.4], [-1.9, -2.2, 0.6], [0.0, 2.4, -1.1], [-0.4, 0.9, 0.4], [2.3, 1.5, -2.0], [-0.6, -0.7, 0.2], [-1.4, 0.5, -2.1], [0.2, 0.3, 0.1], [-2.1, 0.7, 2.0], [1.0, 3.1, 0.6], [-2.8, -0.6, -1.6], [0.8, 0.8, 1.5], [-0.2, 1.5, -3.6], [1.2, -0.5, -0.8], [-1.3, -1.0, 4.3], [-0.9, 0.3, -0.2], [-4.3, 6.8, -2.5], [5.2, -7.2, 2.7], [-0.1, -0.5, 0.5], [-1.8, 1.3, -1.0], [1.9, -0.5, 0.5]], "homo_lumo_gap_ha": 0.371, "largest_force_ev_per_a": 9.28, "multiplicity": 1, "charge": 1}


{"formula": "C4H19NO5", "method": "the ωB97M-V functional and the def2-TZVPD basis", "symbols": ["C", "O", "C", "C", "C", "N", "H", "H", "H", "H", "H", "H", "H", "H", "H", "H", "H", "O", "H", "H", "O", "H", "H", "O", "H", "H", "O", "H", "H"], "positions_angstrom": [[-0.478437, -0.073377, -0.464142], [-1.424764, 0.911387, -0.567717], [-2.654789, 0.619530, -1.132230], [-3.823292, 0.420411, -0.148484], [-4.959563, -0.063973, -0.941703], [-3.975271, 1.693954, 0.580046], [-0.690356, -0.753402, 0.336956], [0.504357, 0.455137, -0.334537], [-0.462861, -0.712416, -1.348125], [-2.992298, 1.466198, -1.790797], [-2.553580, -0.273789, -1.751155], [-3.501855, -0.313011, 0.627623], [-4.599868, -0.935174, -1.443740], [-5.209958, 0.682368, -1.697089], [-5.765497, -0.354292, -0.324960], [-3.140147, 2.302669, 0.619304], [-4.583912, 2.287582, -0.064513], [3.121740, -2.040600, 0.057785], [3.038530, -1.075251, 0.156971], [2.787134, -2.085772, -0.812887], [2.727558, 0.487424, 1.120616], [2.139221, 0.265117, 1.860089], [3.584679, 0.803914, 1.452559], [5.272480, 0.906258, 1.799546], [5.549650, 0.147821, 1.233319], [5.397114, 0.652427, 2.722252], [5.836099, -1.505884, 0.024707], [4.896400, -1.539442, -0.200113], [5.961484, -2.375815, 0.430421]], "forces_ev_per_angstrom": [[1.3, -0.1, -0.4], [-0.6, 2.0, 0.2], [-0.9, -0.4, -0.8], [3.5, 0.8, 1.4], [0.0, 0.5, -0.3], [-2.1, 1.8, -1.4], [0.1, -0.4, 0.9], [-0.8, -0.8, 0.0], [0.2, 0.1, -0.4], [0.6, -0.5, 0.4], [0.0, -0.2, -0.3], [-0.3, 0.1, -0.6], [0.0, -0.7, -0.5], [-0.4, 0.0, 0.0], [-1.2, 0.0, 0.5], [-0.1, -1.2, 0.0], [0.6, -0.8, 1.3], [0.5, 0.6, 0.6], [-0.2, 0.3, 1.1], [-0.7, -0.9, -1.8], [-0.9, -0.2, -0.3], [0.5, 0.2, -0.3], [0.2, 0.1, 0.4], [0.1, -0.3, -0.3], [0.1, 0.3, 0.5], [0.2, -0.1, -0.3], [0.3, 0.0, 0.3], [-0.2, -0.2, 0.0], [0.1, 0.3, -0.1]], "homo_lumo_gap_ha": 0.352, "largest_force_ev_per_a": 3.85, "multiplicity": 1}


{"formula": "C4H19NO7", "method": "the ωB97M-V functional and the def2-TZVPD basis", "symbols": ["O", "C", "C", "C", "C", "O", "N", "H", "H", "H", "H", "H", "H", "H", "H", "H", "H", "H", "O", "H", "H", "O", "H", "H", "O", "H", "H", "O", "H", "H", "O"], "positions_angstrom": [[0.935713, -3.050132, -1.067278], [1.225043, -2.014717, -0.500187], [0.187038, -0.933866, -0.137646], [0.314166, -0.998038, 1.380640], [-0.417543, 0.095203, 2.156614], [0.122684, 1.400285, 1.989238], [-1.161451, -1.285320, -0.606515], [2.272088, -1.708440, -0.359750], [0.539652, 0.001481, -0.562972], [1.371323, -0.854038, 1.626081], [-0.010443, -2.010000, 1.644087], [-0.275289, -0.077535, 3.219331], [-1.485571, 0.089736, 1.901911], [-0.511892, 1.924352, 1.441051], [-1.087199, -1.533552, -1.589756], [-1.389194, -2.147758, -0.113555], [-2.441821, 3.490889, 0.950290], [-2.231496, 2.070545, 0.157413], [-2.212345, 2.560313, 0.987418], [2.374636, 4.018104, -0.218515], [1.213980, 2.959894, -0.256747], [1.988221, 3.297820, -0.728977], [-2.404728, 0.180301, -0.677720], [-2.763053, 1.119058, -1.827442], [-2.445424, 1.144171, -0.914369], [3.808581, 0.298342, 0.743457], [2.900878, 1.243436, -0.197123], [2.912474, 0.490266, 0.414652], [-0.437225, -3.528143, -2.217480], [-0.143671, -2.809621, -3.503555], [-0.748132, -3.433036, -3.132598]], "forces_ev_per_angstrom": [[-1.7, -5.1, -2.8], [1.5, 4.2, 1.5], [1.4, -1.3, 0.4], [-0.4, 1.7, 0.1], [-0.2, -0.2, 0.3], [-0.3, 0.7, -1.1], [-0.3, 0.3, 0.5], [-0.1, 0.1, 0.0], [-0.4, 0.6, 0.1], [-0.2, -0.4, -0.1], [0.0, 0.1, 0.4], [-0.4, -0.4, 0.4], [0.0, 0.1, 0.2], [0.4, -0.5, 0.8], [0.0, -0.3, 0.1], [0.0, 0.0, -0.4], [0.0, -0.3, -0.5], [-0.5, 0.4, -1.0], [0.5, 1.0, 2.4], [-0.3, -0.3, 0.2], [0.2, 0.1, 0.2], [0.1, -0.1, -0.3], [0.9, 0.0, 0.2], [0.2, 0.3, 0.3], [-0.8, -1.3, -1.6], [-0.5, 0.5, -0.6], [0.4, -0.2, 0.4], [0.3, 0.0, 0.2], [0.8, 0.2, 0.4], [0.8, 0.5, -0.2], [-1.4, -0.7, -0.3]], "homo_lumo_gap_ha": [0.082, 0.235], "largest_force_ev_per_a": 6.05, "multiplicity": 2, "charge": -1}


{"formula": "C4H2", "method": "the ωB97M-V functional and the def2-TZVPD basis", "symbols": ["C", "C", "C", "C", "H", "H"], "positions_angstrom": [[-0.226658, -1.009372, 1.584778], [0.041746, -0.261354, 0.681255], [0.093196, 0.438051, -0.516550], [0.221118, 1.030527, -1.558162], [-0.515136, -1.631981, 2.367121], [0.385734, 1.434130, -2.558441]], "forces_ev_per_angstrom": [[0.4, 0.9, -0.8], [-0.7, -0.3, -0.4], [0.6, 0.3, 0.0], [0.2, -0.1, -0.6], [-0.1, -0.6, 0.8], [-0.3, -0.2, 1.0]], "homo_lumo_gap_ha": 0.402, "largest_force_ev_per_a": 1.26, "multiplicity": 1}


{"formula": "C4H20BO18", "method": "the ωB97M-V functional and the def2-TZVPD basis", "symbols": ["O", "C", "O", "B", "O", "C", "O", "O", "C", "O", "C", "O", "O", "O", "H", "H", "O", "H", "H", "O", "H", "H", "O", "H", "H", "O", "H", "H", "O", "H", "H", "O", "H", "H", "O", "H", "H", "O", "H", "H", "O", "H", "H"], "positions_angstrom": [[2.777867, 0.041193, 1.345737], [1.646989, 0.161224, 0.801768], [0.760584, -0.797197, 0.773292], [-0.404350, -0.316036, -0.079489], [-0.128478, 1.114391, -0.368663], [1.092216, 1.405164, -0.007594], [1.650458, 2.543283, -0.134128], [-1.760117, -0.534028, 0.584318], [-2.551024, -1.099966, -0.242060], [-3.764833, -1.236182, -0.120224], [-1.745575, -1.552099, -1.442165], [-0.450202, -1.184824, -1.305323], [-2.200362, -2.273063, -2.309529], [-2.366268, -3.944578, 0.809365], [-1.813145, -3.644694, 1.530723], [-3.240064, -3.619113, 1.025625], [1.372163, -3.595813, 1.443898], [0.605711, -3.122288, 1.120553], [2.090982, -3.298234, 0.886232], [-1.529483, -4.108410, -4.377098], [-1.956180, -3.443614, -3.836537], [-1.232861, -3.632703, -5.152953], [5.263595, 1.448251, -1.165432], [4.809116, 0.866023, -0.556585], [4.938724, 1.193357, -2.028987], [-3.082103, 2.079716, 1.180302], [-3.774606, 2.546545, 0.712598], [-2.978424, 1.258988, 0.698740], [-0.904486, 3.845120, 1.458419], [-1.400584, 3.028708, 1.398593], [-0.768930, 4.110773, 0.548866], [-5.274790, -3.755283, 0.330614], [-4.849206, -2.950654, 0.034492], [-6.035088, -3.849813, -0.243194], [3.424448, 1.146961, 3.712617], [3.535173, 0.249194, 4.025637], [3.376238, 1.064809, 2.760170], [3.551463, 3.766791, 1.594403], [3.565196, 4.508651, 0.989696], [3.006470, 3.111775, 1.158314], [1.973224, 4.210311, -2.790614], [2.893422, 4.471441, -2.826350], [1.877123, 3.785921, -1.938045]], "forces_ev_per_angstrom": [[-3.6, 1.1, -2.1], [3.4, -2.3, 1.8], [-0.2, 2.2, -0.5], [-1.3, -2.3, -0.6], [1.4, -0.2, 0.4], [0.4, 4.8, -0.3], [-1.8, -4.8, 0.6], [3.0, 2.0, 1.3], [-3.7, -1.2, -1.4], [2.3, 0.4, 0.0], [-0.4, -2.6, -2.1], [-0.9, 1.3, 1.2], [0.9, 1.8, 1.4], [0.5, 0.2, -0.3], [0.1, -0.1, 0.3], [-0.5, -0.2, 0.1], [0.0, -0.2, 0.3], [-0.1, 0.0, -0.2], [0.2, 0.0, -0.2], [0.1, -0.4, -0.3], [-0.1, 0.2, 0.4], [0.1, 0.0, -0.2], [0.0, 0.3, 0.1], [0.0, -0.2, 0.2], [0.0, -0.1, -0.3], [0.3, 0.1, 0.1], [-0.2, 0.2, 0.0], [-0.1, -0.4, 0.1], [0.8, 0.3, 0.2], [-0.8, -0.4, 0.0], [0.0, 0.2, -0.3], [0.0, -0.2, 0.3], [0.1, 0.5, -0.3], [-0.1, -0.1, -0.1], [-0.1, 0.6, 0.5], [0.1, -0.4, 0.2], [0.1, -0.1, -0.4], [0.5, -0.1, 0.6], [0.1, 0.4, -0.3], [-0.6, -0.3, -0.3], [-0.2, 0.0, -0.1], [0.2, 0.1, -0.1], [-0.1, -0.2, 0.2]], "homo_lumo_gap_ha": [0.287, 0.089], "largest_force_ev_per_a": 5.18, "multiplicity": 2}


Calculated energy in order - -498.41348; -594.17084; -593.84235; -498.70049; -594.71931; -745.18333; -153.47666; -1543.62369 a.u.
Calculated energy relative to the best compared isomer or geometry (same formula, charge and spin) in order - 0.278; 1.656; 3.191; 2.999; 1.129; 0.044; 0.120; 0.417 eV